DFT (the ωB97M-V functional and the def2-TZVPD basis) results for 9 unconnected molecules or ions with the total composition C5H28NO9S at a distorted geometry.

Structure (ORCA input):
```
! wB97M-V def2-TZVPD RIJCOSX def2/J DEFGRID3
* xyz -1 1
C -1.443 0.696 -0.955
C -2.438 1.551 -0.167
O -3.722 0.975 0.055
C -0.001 0.682 -0.443
N 0.894 1.121 -1.501
C 1.902 2.201 -1.190
C 2.940 1.931 -0.099
S 3.585 0.211 -0.259
H -1.811 -0.325 -1.094
H -1.572 1.036 -1.982
H -2.027 1.978 0.760
H -2.724 2.449 -0.738
H -3.781 0.343 0.834
H 0.071 1.405 0.352
H 0.241 -0.276 0.012
H 1.508 0.358 -1.847
H 1.267 3.065 -0.947
H 2.265 2.263 -2.207
H 3.581 2.801 -0.063
H 2.478 1.925 0.872
H 2.684 -3.045 0.135
H 2.080 -2.219 1.160
O 2.171 -3.143 0.930
H 0.359 -1.219 -3.723
H -0.612 -0.095 -3.206
O -0.539 -1.016 -3.401
H -1.194 3.087 -2.900
H 0.181 2.419 -2.867
O -0.469 2.837 -3.431
H 1.897 0.118 1.878
H 2.844 -0.796 2.837
O 1.957 -0.578 2.612
H -2.393 -3.157 0.731
H -1.920 -2.993 2.211
O -2.697 -2.850 1.624
H -3.689 -0.065 3.386
H -3.112 -0.945 2.181
O -3.102 -0.078 2.618
H 1.168 -0.984 4.385
H 0.008 0.054 4.174
O 0.391 -0.590 4.782
H -1.335 -2.037 -2.327
H -1.353 -2.801 -0.975
O -1.925 -2.385 -1.626
*
```

Its HOMO energy is -3.854 eV. The relative energy (zero: lowest compared OMol25 entry of this formula, charge and spin) is 2.0285 eV. As for the LUMO energy: 2.56 eV.

DFT (the ωB97M-V functional and the def2-TZVPD basis) results for 10 unconnected molecules or ions with the total composition C5H29N2O10 at a distorted geometry.

Structure (ORCA input):
```
! wB97M-V def2-TZVPD RIJCOSX def2/J DEFGRID3
* xyz 0 2
O 2.601 0.286 -2.834
C 1.383 0.039 -2.754
C 0.711 0.192 -1.435
C -0.578 1.122 -1.204
C -2.043 0.625 -1.298
C -2.193 -0.265 -2.263
N -2.888 1.319 -0.478
N 1.758 0.655 -0.417
H 0.683 -0.106 -3.651
H 0.436 -0.874 -1.161
H -0.388 1.598 -0.268
H -0.556 1.928 -1.986
H -1.314 -0.437 -2.838
H -3.075 -0.759 -2.644
H -3.840 0.986 -0.444
H -2.669 1.640 0.428
H 1.894 0.050 0.337
H 1.400 1.632 -0.124
H 2.611 0.822 -1.058
H -1.757 -0.475 3.704
H -0.673 -0.863 4.673
O -1.399 -1.269 4.180
H -0.089 0.181 2.453
H -0.206 1.588 2.104
O -0.811 0.840 2.125
H -2.038 -2.925 1.739
H -3.452 -2.842 2.434
O -2.869 -2.408 1.834
H 0.718 -0.828 3.493
H 1.995 -1.065 2.871
O 1.528 -0.322 3.250
H -0.606 -1.175 0.903
H -0.859 -1.969 2.145
O -0.142 -1.610 1.635
H -0.392 3.807 1.542
H 1.133 3.767 1.826
O 0.411 3.357 1.387
H 2.857 -1.985 -1.108
H 2.106 -2.903 -0.178
O 2.000 -2.172 -0.740
H 1.815 3.815 -2.718
H 3.128 3.689 -1.883
O 2.320 3.256 -2.049
H -0.188 -3.620 -3.388
H 1.150 -3.178 -3.357
O 0.392 -3.146 -2.789
*
```

Its HOMO energy (spin up / spin down) is -3.195 / -7.489 eV. The relative energy (zero: lowest compared OMol25 entry of this formula, charge and spin) is 2.5207 eV. As for the LUMO energy (spin up / spin down): 0.08 / 0.02 eV.

DFT (the ωB97M-V functional and the def2-TZVPD basis) results for 8 unconnected molecules or ions with the total composition C5H29N2O8 at a distorted geometry.

Structure (ORCA input):
```
! wB97M-V def2-TZVPD RIJCOSX def2/J DEFGRID3
* xyz 1 1
N 1.007 0.197 -0.836
C 1.719 1.460 -1.103
C 1.741 1.919 -2.650
O 0.932 1.132 -3.386
C 1.263 2.497 -0.148
N 1.966 2.404 1.172
C 1.218 2.520 2.428
C 0.118 1.487 2.651
H 1.289 -0.678 -1.263
H 0.887 -0.023 0.198
H -0.060 0.188 -1.088
H 2.789 1.130 -0.996
H 1.367 2.929 -2.807
H 2.785 1.819 -2.928
H 0.895 0.193 -3.591
H 1.423 3.472 -0.655
H 0.185 2.483 0.010
H 2.804 2.963 1.095
H 0.612 3.423 2.512
H 2.021 2.497 3.239
H -0.817 1.665 2.143
H 0.398 0.527 2.228
H -0.167 1.445 3.726
H -0.758 -2.457 3.537
H 0.045 -1.266 4.115
O 0.085 -1.988 3.453
H -2.931 -3.474 -1.182
H -3.012 -1.966 -1.155
O -3.324 -2.731 -1.664
H -0.339 -2.102 0.774
H 0.621 -1.439 1.780
O 0.597 -1.864 0.824
H -2.608 -3.326 1.352
H -2.715 -1.852 1.626
O -2.131 -2.478 1.205
H -1.996 -0.567 -3.349
H -0.994 -1.524 -2.517
O -1.534 -0.720 -2.517
H 1.219 -3.349 -1.889
H 2.749 -2.809 -1.596
O 1.852 -2.645 -1.942
H -3.377 0.640 -0.895
H -4.382 0.051 0.087
O -3.443 0.217 0.001
*
```

Its HOMO energy is -11.928 eV. The relative energy (zero: lowest compared OMol25 entry of this formula, charge and spin) is 3.3797 eV. As for the LUMO energy: -2.66 eV.

DFT (the ωB97M-V functional and the def2-TZVPD basis) results for 10 unconnected molecules or ions with the total composition C5H29NO10S at a distorted geometry.

Structure (ORCA input):
```
! wB97M-V def2-TZVPD RIJCOSX def2/J DEFGRID3
* xyz -2 1
C 0.322 -1.647 -0.061
N 1.139 -1.048 -1.172
C 1.462 0.350 -0.890
C 2.969 0.691 -0.742
S 3.526 0.795 0.997
C 0.784 1.171 -2.024
O -0.616 1.286 -1.799
C -0.065 -3.059 -0.374
H -0.523 -0.965 -0.009
H 0.926 -1.392 0.820
H 1.961 -1.641 -1.226
H 0.813 0.688 -0.073
H 3.340 -0.231 -1.202
H 3.147 1.657 -1.204
H 0.780 0.577 -2.929
H 1.248 2.148 -2.205
H -0.345 -3.659 0.493
H -1.000 -2.954 -0.914
H 0.605 -3.616 -1.021
H -1.654 3.075 -0.280
H -0.910 1.680 -0.957
O -1.594 2.251 0.217
H 1.010 1.813 3.753
H 0.937 0.878 2.580
O 0.602 0.987 3.481
H -2.933 1.312 3.200
H -1.469 0.818 3.536
O -2.405 0.596 3.609
H 3.573 -1.630 2.173
H 4.390 -2.338 1.032
O 4.121 -2.391 1.948
H -1.309 -0.808 -2.894
H -2.335 -1.311 -1.963
O -2.039 -1.446 -2.889
H -2.725 2.287 1.340
H -2.472 3.265 2.407
O -3.225 2.733 2.114
H 0.969 3.579 0.929
H -0.448 2.995 0.805
O 0.199 3.452 1.498
H -2.882 0.678 -0.413
H -1.710 0.003 -0.280
O -2.610 -0.250 -0.540
H -0.410 -3.801 -2.999
H -1.857 -3.399 -2.978
O -1.288 -4.177 -2.893
*
```

Its HOMO energy is -1.065 eV. The relative energy (zero: lowest compared OMol25 entry of this formula, charge and spin) is 2.3885 eV. As for the LUMO energy: 5.29 eV.